No. 1
An isolated molecule of C9H8N2O4, computed with ωB97M-V/def2-TZVPD.

Structure (ORCA input):
```
! RIJCOSX wB97M-V def2-TZVPD def2/J DEFGRID3
* xyz 0 1
O 2.2500 0.5351 0.8795
O -3.5806 1.0358 1.0776
O 0.6868 2.6225 1.3307
O -0.3609 -2.8063 -0.7458
N -1.1022 2.7794 -0.1074
N 1.1638 -1.3689 0.1243
C -2.0779 2.2860 -1.1112
C -3.1285 0.0530 0.6667
C -0.1647 0.4978 0.3850
C -2.4356 -0.9983 0.2483
C -0.2488 2.0899 0.5177
C 2.4104 -2.2094 0.0175
C 1.2079 0.0069 0.5144
C -0.0798 -1.7561 -0.2312
C -1.0462 -0.5982 0.1672
H -2.8853 3.0124 -0.8950
H -2.4005 1.2399 -1.0080
H -1.7090 2.5853 -2.1874
H 2.2257 -3.1695 0.6675
H -2.6378 -1.8694 0.0924
H 1.4110 2.0278 1.4622
H 2.5208 -2.6889 -1.0665
H 3.1403 -1.6616 0.5589
*
```

**Kohn-Sham gap**: 7.8772 eV

No. 2
A structure of composition C9H8N2SbScSe4, computed with ωB97M-V/def2-TZVPD.

Structure (ORCA input):
```
! RIJCOSX wB97M-V def2-TZVPD def2/J DEFGRID3
* xyz 0 1
Sb 2.5298 -3.9962 -2.7981
Se 0.3382 -3.7763 -1.3045
Se 3.2883 -1.4859 -2.4058
Se 1.8148 -4.1480 -5.0484
Se 4.0180 -5.3503 -1.5527
Sc 1.1453 -1.4853 -1.2296
N -0.6986 -0.4393 -0.2762
N 1.8600 0.4228 0.0000
C -3.0466 -0.3118 0.1767
C -1.5858 1.3778 1.0650
C 0.8059 1.1882 0.6260
C -0.5121 0.6996 0.4590
C -0.0507 3.0100 1.9528
C 1.0258 2.3195 1.3558
C -1.3278 2.5499 1.8142
C -2.8801 0.8342 0.8974
C -1.9181 -0.9235 -0.3981
H -2.0131 -1.8386 -0.9719
H -3.7265 1.3341 1.3520
H 2.3524 0.9677 -0.7056
H -4.0195 -0.7595 0.0370
H 2.0364 2.6884 1.4810
H 2.5730 0.1482 0.6717
H 0.1482 3.9043 2.5265
H -2.1570 3.0702 2.2758
*
```

**Kohn-Sham gap**: 5.2562 eV

No. 3
An isolated molecule of C9H8NO5P, computed with ωB97M-V/def2-TZVPD.

Structure (ORCA input):
```
! RIJCOSX wB97M-V def2-TZVPD def2/J DEFGRID3
* xyz 0 1
P 2.7325 1.8789 0.8543
O -1.9105 -3.7245 -2.4601
O 3.4234 0.9139 -0.0275
O -4.0971 0.0687 -1.2042
O 2.7794 3.4421 0.2607
O 3.5548 1.9595 2.3237
N -3.2961 -2.1427 -1.4360
C -1.7561 -0.6146 -0.6375
C -2.0492 -2.7482 -1.7811
C -1.0357 -1.8402 -1.0272
C 1.0087 -0.9434 0.0940
C 0.9675 1.4602 1.2862
C 0.3534 -2.0208 -0.6762
C 0.3453 0.2928 0.4738
C -1.0770 0.4344 0.0785
C -3.2264 -0.7512 -1.1316
H 0.8603 1.2803 2.3895
H 2.8646 1.9512 3.0174
H -4.1391 -2.4801 -1.9031
H 0.8954 -2.9451 -0.9735
H 2.0703 -1.1085 0.3778
H 2.0327 3.9148 0.6818
H 0.3494 2.3786 1.0583
H -1.6504 1.3439 0.3619
*
```

**Kohn-Sham gap**: 9.2638 eV
**Structure (SMILES)**: O=C1NC(=O)c2cc(CP(=O)(O)O)ccc21

No. 4
A cluster of 2 separate species, C9H8O in total, computed with ωB97M-V/def2-TZVPD.

Structure (ORCA input):
```
! RIJCOSX wB97M-V def2-TZVPD def2/J DEFGRID3
* xyz 0 1
O 1.1554 0.4691 -2.3331
C 1.6956 -0.7768 1.5994
C -0.9218 0.1084 1.4540
C 0.8450 -1.3040 0.6733
C -0.0303 0.3355 -2.3531
C 1.2697 0.2950 2.3874
C -0.0180 0.7187 2.2570
C -0.5317 -0.9807 0.6240
C -1.5415 -1.3609 -0.2700
C -1.1778 0.7004 -3.1472
H -1.6497 1.5441 -2.5797
H 2.8701 -0.9720 1.5278
H -1.9786 0.4055 1.3643
H -1.8351 -0.3040 -3.2925
H 1.1688 -2.2735 0.2698
H 1.9902 0.8564 3.1740
H -0.3219 1.6195 2.7851
H -0.9885 0.9193 -4.1405
*
```

**Kohn-Sham gap (alpha / beta)**: 5.1132 / 5.2671 eV

No. 5
An isolated molecule of C9H8OS2, computed with ωB97M-V/def2-TZVPD.

Structure (ORCA input):
```
! RIJCOSX wB97M-V def2-TZVPD def2/J DEFGRID3
* xyz 0 1
S 2.4517 -1.2848 -0.4031
S -0.5401 1.8658 -0.3277
O -4.4198 -0.5252 -0.2701
C -2.0960 1.1487 -0.1538
C 2.6174 1.2200 0.1985
C 0.2438 0.3446 -0.0656
C 1.6876 0.2531 -0.0632
C -2.0110 -0.1965 0.1022
C 4.0030 -0.6003 -0.1433
C -3.2270 -1.0848 0.2544
C -0.6718 -0.6700 0.1179
C 3.9518 0.7390 0.1584
H -0.3724 -1.6770 0.3543
H 2.3584 2.2395 0.4488
H 4.8109 1.3708 0.3463
H -3.0093 -2.0696 -0.2202
H -3.4482 -1.2588 1.3114
H 4.8859 -1.2518 -0.2409
H -2.9636 1.7809 -0.1845
H -4.2514 -0.3437 -1.2200
*
```

**Kohn-Sham gap**: 8.3997 eV
**Structure (SMILES)**: OCc1csc(-c2cccs2)c1

No. 6
A structure of composition C9H9AsCl8IrSi, computed with ωB97M-V/def2-TZVPD.

Structure (ORCA input):
```
! RIJCOSX wB97M-V def2-TZVPD def2/J DEFGRID3
* xyz 2 2
Ir 0.7170 -0.5019 -1.2185
As 1.4570 1.1616 0.5309
Cl 1.2436 1.2636 -2.5227
Cl -5.3507 -2.1939 0.1735
Cl -4.8793 -0.2682 -2.2146
Cl 3.8339 -2.5953 -0.9097
Cl -0.0490 -2.1535 1.1939
Cl -1.9895 0.6162 -2.9404
Cl -2.9572 -3.1096 1.9606
Cl 1.5160 -3.9289 -2.8200
Si 1.9895 -2.4350 -1.6183
C 0.0743 2.4958 0.6085
C 3.0823 2.1167 0.1575
C -3.5703 -0.8032 -1.2720
C -1.2118 -0.8563 -0.8161
C -2.7095 -2.0933 0.6184
C 1.6447 0.5366 2.3422
C -1.4428 -1.6788 0.2765
C -2.2714 -0.4068 -1.5959
C -3.7861 -1.6598 -0.1800
H 0.7044 0.1304 2.7042
H 0.3823 3.2241 1.3602
H 1.9234 1.4215 2.9161
H -0.0365 2.9843 -0.3569
H 2.4198 -0.2231 2.4155
H -0.8696 2.0380 0.8984
H 3.9453 1.4566 0.2142
H 3.1606 2.8913 0.9218
H 3.0297 2.5708 -0.8273
*
```

**Kohn-Sham gap (alpha / beta)**: 5.3517 / 5.3665 eV

Listing total energy for the structures above in their given order: -20629.6238 -301069.7745 -30481.1913 -11501.3351 -33180.2019 -181197.9734 eV.
Listing largest force on an atom for the structures above in their given order: 11.8 0.1 2.8 3.8 1.1 2.1 eV/Å.